Run one
ORCA calculation (ωB97M-V with the def2-TZVPD basis set) on the molecule C7H12O2S.

```
! wB97M-V def2-TZVPD RIJCOSX def2/J DEFGRID3
* xyz 0 1
C -0.270 0.674 0.130
C 1.096 1.031 0.004
C -1.049 -0.665 0.159
C 1.477 2.474 -0.012
C 2.151 -0.015 -0.164
C -1.079 -1.408 -1.149
C -0.817 -1.530 1.374
O -1.433 1.466 0.260
O -3.633 0.131 -0.886
S -2.946 0.203 0.371
H 1.758 2.788 -1.021
H 2.327 2.652 0.646
H 0.638 3.083 0.317
H 3.132 0.447 -0.090
H 2.076 -0.502 -1.139
H 2.084 -0.791 0.601
H -1.403 -0.748 -1.950
H -1.767 -2.251 -1.093
H -0.086 -1.784 -1.394
H -0.884 -0.942 2.285
H 0.177 -1.977 1.335
H -1.550 -2.335 1.417
*
```

Output
Kohn-Sham gap = 7.679 eV
Highest occupied orbital energy = -8.026 eV



Run two
ORCA calculation (ωB97M-V with the def2-TZVPD basis set) on the molecule C7H12O2S.

```
! wB97M-V def2-TZVPD RIJCOSX def2/J DEFGRID3
* xyz 0 1
C -0.790 1.211 -0.164
C -1.635 0.268 0.127
C -1.207 -1.120 0.469
C 1.452 0.077 -0.167
C -3.135 0.489 0.170
C 1.848 0.148 -1.596
C 2.236 0.749 0.895
O 0.757 -2.392 -0.754
O 1.062 -1.815 1.627
S 0.611 -1.428 0.312
H -0.790 2.243 -0.415
H -1.441 -1.364 1.505
H -1.668 -1.857 -0.186
H -3.387 1.486 -0.185
H -3.495 0.380 1.192
H -3.637 -0.251 -0.453
H 1.075 -0.296 -2.219
H 2.763 -0.432 -1.756
H 2.037 1.175 -1.907
H 3.261 0.362 0.907
H 1.794 0.543 1.866
H 2.288 1.825 0.732
*
```

Output
Kohn-Sham gap (spin up / spin down) = 8.443 / 8.367 eV
Highest occupied orbital energy (spin up / spin down) = -8.790 / -8.617 eV



In terms of stability, run one leads; the second structure lies 118.1 kJ/mol higher.



Run one
ORCA calculation (ωB97M-V with the def2-TZVPD basis set) on a cluster of 5 separate species, C5H20N2O5 in total.

```
! wB97M-V def2-TZVPD RIJCOSX def2/J DEFGRID3
* xyz 0 1
N -2.246 0.929 2.621
C -1.402 0.685 1.411
C -2.328 0.725 0.267
C -1.782 0.028 -0.973
C -0.790 -1.144 -0.777
N -1.372 -2.273 -0.047
C -0.126 -1.388 -2.125
O 1.006 -1.858 -2.060
H -2.051 0.454 3.559
H -3.227 0.882 2.487
H -0.608 1.585 1.310
H -0.996 -0.284 1.341
H -3.250 0.163 0.617
H -2.720 1.721 0.125
H -2.677 -0.493 -1.456
H -1.540 0.680 -1.832
H 0.189 -0.941 -0.147
H -1.222 -2.024 0.859
H -2.329 -2.540 -0.196
H -0.458 -0.881 -3.166
O 2.742 -0.699 -0.167
H 1.949 -0.715 0.319
H 2.683 -1.658 -0.478
O 0.441 1.695 -1.941
H 1.047 1.715 -1.276
H -0.155 2.489 -1.717
O 2.111 -0.407 2.736
H 1.914 -1.032 3.372
H 1.829 0.427 3.084
O 2.486 2.569 -0.043
H 2.135 3.223 -0.581
H 3.082 2.787 0.742
*
```

Output
SMILES = NCCC[C@@H](N)C=O.O.O.O.O
Kohn-Sham gap = 9.517 eV
Highest occupied orbital energy = -9.155 eV



Run two
ORCA calculation (ωB97M-V with the def2-TZVPD basis set) on a cluster of 5 separate species, C5H20N2O5 in total.

```
! wB97M-V def2-TZVPD RIJCOSX def2/J DEFGRID3
* xyz 0 1
N 15.352 7.504 -19.852
C 15.365 8.670 -20.418
N 15.259 8.536 -21.713
O 15.481 9.725 -19.869
H 15.230 6.696 -20.446
H 15.349 7.407 -18.847
H 15.153 9.358 -22.292
H 15.173 7.646 -22.183
C 16.580 3.054 -22.394
O 15.438 3.786 -22.161
H 16.305 2.028 -22.150
H 16.851 3.123 -23.448
H 17.376 3.347 -21.710
H 14.710 3.220 -22.429
C 12.008 0.557 -22.278
O 12.577 1.265 -23.332
H 12.584 -0.291 -21.908
H 11.909 1.084 -21.329
H 10.998 0.230 -22.526
H 12.848 0.719 -24.074
C 21.352 1.838 -26.488
O 20.702 2.807 -27.092
H 21.498 0.956 -27.111
H 22.267 2.197 -26.016
H 20.748 1.624 -25.606
H 20.668 3.570 -26.510
C 17.717 -1.545 -19.903
O 16.547 -2.008 -20.400
H 18.383 -1.174 -20.682
H 17.512 -0.887 -19.058
H 18.335 -2.377 -19.568
H 16.800 -2.496 -21.187
*
```

Output
SMILES = NC(N)=O.CO.CO.CO.CO
Kohn-Sham gap = 9.949 eV
Highest occupied orbital energy = -9.658 eV



In terms of stability, run two leads; the second structure lies 82.0 kJ/mol higher.



Run one
ORCA calculation (ωB97M-V with the def2-TZVPD basis set) on the molecule HIP2S.

```
! wB97M-V def2-TZVPD RIJCOSX def2/J DEFGRID3
* xyz 0 1
P 0.349 0.499 0.042
P -1.671 0.363 -0.226
S 1.711 1.868 0.085
I 1.294 -1.727 0.043
H -1.683 -1.002 0.056
*
```

Output
Kohn-Sham gap = 7.616 eV
Highest occupied orbital energy = -8.944 eV



Run two
ORCA calculation (ωB97M-V with the def2-TZVPD basis set) on the molecule HIP2S.

```
! wB97M-V def2-TZVPD RIJCOSX def2/J DEFGRID3
* xyz 0 1
P 0.088 -0.624 0.661
P 0.707 0.804 -0.879
S -0.215 -2.387 -0.082
I -2.168 0.842 0.193
H 1.589 1.366 0.107
*
```

Output
Kohn-Sham gap (spin up / spin down) = 5.107 / 5.108 eV
Highest occupied orbital energy (spin up / spin down) = -8.272 / -8.273 eV



In terms of stability, run one leads; the second structure lies 129.8 kJ/mol higher.